The following is a DFT calculation (wB97M-V/def2-TZVPD) of a molecular structure, C26H19N8O2Zn at a distorted geometry.

The geometry in XYZ format:
```
56
Properties=species:S:1:pos:R:3
Zn 1.11398 0.14509 -0.75590
N -4.69346 1.42976 -0.37337
C -3.51300 1.92753 -0.79010
N -2.36317 1.60908 -0.30474
C -2.31802 0.71387 0.75439
N -1.21948 0.48995 1.38375
N -0.07276 0.97986 0.90213
C 0.65227 1.71764 1.64141
C 1.91192 2.21402 1.10267
C 2.78103 2.96081 1.89020
C 3.91278 3.50345 1.31100
C 4.13388 3.30392 -0.04383
C 3.23933 2.52043 -0.74949
N 2.16222 1.96696 -0.19583
C -3.52996 0.01510 1.16328
C -3.53105 -1.01425 2.10729
C -4.71762 -1.61915 2.46246
C -5.91771 -1.19512 1.88985
C -5.93544 -0.17695 0.95939
C -4.73568 0.42399 0.58691
H -5.55691 1.76340 -0.76777
H -3.54717 2.64285 -1.60545
H 0.33011 2.03040 2.63093
H 2.55445 3.10276 2.93810
H 4.61120 4.08481 1.89783
H 4.98197 3.74235 -0.54921
H 3.39208 2.33347 -1.80374
H -2.58730 -1.30985 2.54777
H -4.72499 -2.42056 3.18844
H -6.84743 -1.67006 2.17332
H -6.86593 0.16542 0.52227
O 0.25222 -2.98308 1.53163
C 0.40309 -2.16634 0.65347
N 1.48533 -1.42019 0.32071
C 2.77120 -1.49267 0.76226
O 3.22370 -1.90332 1.80389
C 3.69497 -1.00625 -0.35892
C 5.05543 -1.25182 -0.27298
C 5.86473 -0.93095 -1.35093
C 5.28399 -0.38719 -2.48710
C 3.91990 -0.15269 -2.48560
N 3.13982 -0.43926 -1.44375
C -0.69379 -1.95656 -0.40012
C -1.80507 -2.78292 -0.37965
C -2.76182 -2.65186 -1.37183
C -2.57372 -1.70023 -2.36437
C -1.44376 -0.90580 -2.31478
N -0.52380 -1.02464 -1.35621
H 5.44255 -1.70447 0.62922
H 6.92932 -1.11985 -1.31416
H 5.87651 -0.14593 -3.35822
H 3.42782 0.27658 -3.35077
H -1.88799 -3.51534 0.41081
H -3.63717 -3.28807 -1.38018
H -3.28573 -1.57719 -3.16829
H -1.25787 -0.15094 -3.06809
```

As for the spin multiplicity: 1. The HOMO energy comes out at -0.402 hartree. The gap between HOMO and LUMO is 7.673 eV. The net charge is +1.

Results of the Löwdin charge analysis, in e, for atoms 1 through 5: 0.7727, 0.1233, -0.1495, 0.1413, -0.2910



The following is a DFT calculation (wB97M-V/def2-TZVPD) of 11 unconnected molecules or ions with the total composition C40H83N5O18 at a distorted geometry.

The geometry in XYZ format:
```
146
Properties=species:S:1:pos:R:3
C -19.63952 24.35346 13.81683
O -20.26528 23.21114 14.36928
C -19.64092 22.47379 15.28180
O -18.53780 22.65055 15.73048
O -20.41403 21.44399 15.55376
C -20.01787 20.46810 16.50293
H -18.57171 24.26109 13.60456
H -19.84594 25.27033 14.36315
H -20.10509 24.46133 12.83591
H -19.98274 20.91016 17.49337
H -19.05748 20.05821 16.17968
H -20.69947 19.62278 16.45326
C -21.36321 21.32703 7.32000
O -20.09656 21.96055 7.49526
C -19.01261 21.47834 6.94409
O -18.89847 20.52614 6.21884
O -18.01584 22.26355 7.34518
C -16.67415 21.93991 6.99045
H -22.07381 22.14760 7.21486
H -21.60739 20.85565 8.27187
H -21.31331 20.63645 6.48233
H -16.40532 22.35913 6.03784
H -16.35211 20.94122 7.27075
H -16.14400 22.54889 7.73096
C -17.19941 19.54457 13.03210
O -16.84496 20.70337 12.31110
C -16.55744 21.82512 13.13004
C -15.20107 21.84377 13.76214
O -14.27421 22.07392 12.70910
C -12.96798 22.27586 13.16501
C -11.99823 22.29775 12.00013
O -11.99440 21.09411 11.25155
C -10.85180 21.04032 10.42962
H -17.43125 18.74835 12.32844
H -18.07944 19.72505 13.66138
H -16.39450 19.20622 13.69078
H -17.37399 21.99154 13.84824
H -16.69880 22.66567 12.44190
H -14.92165 20.90279 14.25627
H -15.11322 22.61381 14.53767
H -12.62294 21.48254 13.84389
H -12.85540 23.19481 13.75293
H -10.98892 22.49214 12.38172
H -12.21108 23.14195 11.33007
H -9.89843 21.03421 10.96588
H -10.82042 21.85619 9.69884
H -10.94282 20.10629 9.87503
C -23.21750 17.43820 16.73385
O -23.76993 18.29145 15.76722
C -23.35220 17.98133 14.44050
C -24.22061 18.77674 13.49908
O -23.81672 20.14617 13.40688
C -24.74009 20.90254 12.65996
C -24.16493 22.28641 12.42437
O -23.01536 22.21203 11.57529
C -22.49944 23.49386 11.28502
H -23.69175 17.70245 17.67671
H -22.12495 17.46862 16.81209
H -23.45111 16.37911 16.54931
H -23.66150 16.92767 14.32537
H -22.27740 17.96988 14.24745
H -25.28421 18.65185 13.69801
H -23.95080 18.40664 12.49615
H -25.68859 20.96189 13.20399
H -24.93638 20.46819 11.66997
H -23.86200 22.67237 13.40584
H -24.84889 22.98831 11.93710
H -22.23275 24.08189 12.17416
H -23.22491 24.08924 10.72090
H -21.58454 23.38739 10.70773
C -16.35441 18.58895 5.04380
O -15.62651 17.82230 4.09453
C -14.38540 17.32118 4.54266
C -13.32248 18.32978 5.00694
O -13.66218 19.08971 6.13656
C -13.59590 18.41306 7.36255
C -13.61518 19.31176 8.58004
O -14.87368 19.93563 8.66159
C -15.02372 20.88974 9.69755
H -16.31057 18.20640 6.06470
H -17.40064 18.61429 4.74485
H -16.01061 19.62397 5.01836
H -13.97084 16.76062 3.70366
H -14.53016 16.60022 5.36025
H -13.15263 19.01210 4.17485
H -12.42249 17.72531 5.17316
H -12.61634 17.89432 7.40135
H -14.26236 17.54215 7.39012
H -12.77626 20.01406 8.56269
H -13.48483 18.66553 9.45768
H -14.29666 21.70037 9.60530
H -14.91996 20.37167 10.65581
H -16.06341 21.21495 9.70725
C -18.46146 24.37444 2.62306
O -17.82696 25.06578 3.66511
C -16.94439 24.22221 4.41839
C -15.97815 25.09927 5.15692
O -16.63284 26.08779 5.92613
C -15.79439 27.04867 6.52893
C -14.89274 26.47447 7.62163
O -13.66722 26.00103 7.09854
C -12.69569 26.97296 6.75869
H -18.97473 23.44516 2.89373
H -17.86750 24.16448 1.72536
H -19.23703 25.06426 2.27407
H -16.46318 23.52412 3.72468
H -17.57181 23.58366 5.05828
H -15.21309 25.58731 4.54065
H -15.33929 24.48275 5.80352
H -16.50896 27.78472 6.90488
H -15.24795 27.60393 5.75690
H -15.30437 25.56955 8.07450
H -14.79457 27.18618 8.45178
H -12.05917 26.51535 6.00182
H -12.02918 27.21579 7.59234
H -13.17966 27.87589 6.38438
C -20.74029 19.44421 12.50217
C -20.35502 19.60905 11.11241
N -20.10592 19.69559 10.00130
H -20.13403 20.02264 13.19382
H -20.73762 18.36334 12.64847
H -21.76757 19.76983 12.65305
C -19.39014 25.43279 7.04480
C -20.49573 25.23227 8.01046
N -21.42508 25.17770 8.69747
H -19.60464 24.84521 6.15674
H -18.46572 25.13160 7.53216
H -19.40540 26.50503 6.85884
C -20.37854 27.44037 10.49827
C -20.53462 27.44444 11.96426
N -20.70638 27.43011 13.09805
H -20.02739 28.43625 10.22532
H -21.30099 27.17535 9.99225
H -19.56950 26.75696 10.23724
C -18.88406 22.72116 10.59793
C -18.35358 23.90695 9.90813
N -17.93845 24.86584 9.43477
H -18.11125 21.96721 10.74974
H -19.74184 22.38319 10.02749
H -19.05765 23.12947 11.59357
C -14.76001 25.00494 11.05679
C -14.86924 25.29343 12.47821
N -14.97516 25.50752 13.59913
H -15.62045 25.39149 10.51353
H -14.65331 23.92776 10.93112
H -13.85783 25.51872 10.71849
```

The calculation puts the energy relative to the best compared isomer or geometry (same formula, charge and spin) at 0.000 eV. As for the spin multiplicity: 1. The HOMO energy comes out at -0.329 hartree. The gap between HOMO and LUMO is 9.404 eV. As for the SMILES: COC(=O)OC.COC(=O)OC.COCCOCCOC.COCCOCCOC.COCCOCCOC.COCCOCCOC.CC#N.CC#N.CC#N.CC#N.CC#N.

Results of the Löwdin charge analysis, in e, for atoms 1 through 5: -0.0549, 0.0107, -0.6299, 0.1200, -0.0061



The following is a DFT calculation (wB97M-V/def2-TZVPD) of a gas-phase ion, C3H10NO (charge +1) at a distorted geometry.

The geometry in XYZ format:
```
15
Properties=species:S:1:pos:R:3
C 0.75856 1.15070 0.34444
N 0.27769 -0.02442 -0.42181
C 0.79307 -1.18438 0.39634
C -1.21602 0.04904 -0.65414
O -1.86259 0.02117 0.59810
H 0.60095 1.15654 1.42937
H 1.79786 1.29682 0.40344
H 0.42225 1.99583 -0.16134
H 0.86323 0.05303 -1.22265
H 0.06190 -1.13517 1.32781
H 0.58183 -2.18180 -0.21803
H 1.85035 -1.18651 0.81148
H -1.23790 0.99620 -1.27413
H -1.38537 -0.65254 -1.40291
H -2.57635 -0.62223 0.37707
```

The calculation puts the energy relative to the best compared isomer or geometry (same formula, charge and spin) at 2.012 eV. As for the spin multiplicity: 1. The HOMO energy comes out at -0.600 hartree. The gap between HOMO and LUMO is 13.039 eV. As for the SMILES: C[NH+](C)CO. The net charge is +1.

Results of the Löwdin charge analysis, in e, for atoms 1 through 5: -0.0178, -0.1660, -0.0103, -0.1670, 0.0256